This record from OMol25 describes a structure of composition C39H48FIN8O4PS3W. The level of theory is ωB97M-V/def2-TZVPD.

Geometry as ORCA input:
```
! RIJCOSX wB97M-V def2-TZVPD def2/J DEFGRID3
* xyz -1 3
W -0.105 0.484 -0.377
C -1.792 -1.534 -2.385
C -0.337 -1.874 -2.460
C 0.027 -2.977 -3.270
C 1.315 -3.395 -3.317
C 2.293 -2.715 -2.559
C 3.643 -3.128 -2.567
C 4.559 -2.447 -1.813
C 4.166 -1.335 -1.058
C 2.857 -0.879 -1.038
S 2.447 0.569 -0.189
C 1.880 -1.603 -1.788
N 0.559 -1.201 -1.755
H -2.293 -1.833 -3.305
H -1.957 -0.473 -2.217
H -2.248 -2.080 -1.555
H -0.750 -3.477 -3.832
H 1.611 -4.245 -3.921
H 3.924 -3.985 -3.166
H 5.596 -2.759 -1.800
H 4.900 -0.791 -0.476
S -0.180 2.841 0.914
C 0.247 1.774 2.159
N 0.352 0.514 1.822
C 0.908 -0.266 2.816
C 1.304 -1.597 2.709
C 1.841 -2.224 3.820
C 2.001 -1.544 5.028
C 1.654 -0.206 5.130
C 1.126 0.427 4.014
S 0.699 2.106 3.812
H 1.210 -2.105 1.759
H 2.157 -3.257 3.744
H 2.419 -2.056 5.885
H 1.808 0.338 6.053
F -3.895 -3.681 5.626
C -3.851 -3.904 4.302
C -2.772 -3.576 3.584
N -2.692 -3.818 2.234
C -1.523 -3.366 1.497
C -1.503 -1.837 1.338
O -2.124 -1.156 2.137
O -0.730 -1.477 0.384
C -3.765 -4.308 1.526
O -3.767 -4.466 0.322
N -4.854 -4.647 2.309
C -5.022 -4.495 3.684
O -6.042 -4.841 4.241
H -1.913 -3.098 4.032
H -1.508 -3.858 0.530
H -0.631 -3.653 2.058
H -5.646 -5.016 1.802
N -0.075 1.550 -2.009
P 0.596 2.249 -3.202
N 0.292 3.891 -3.159
C -0.543 4.511 -2.140
C -1.753 5.194 -2.763
C -1.328 6.188 -3.839
C -0.438 5.501 -4.872
C 0.740 4.816 -4.184
N 0.057 1.603 -4.663
C 0.590 2.000 -5.958
C 0.503 0.841 -6.945
C -0.936 0.350 -7.073
C -1.506 0.031 -5.694
C -1.347 1.222 -4.758
N 2.251 2.245 -3.481
C 3.127 3.130 -2.711
C 4.331 3.526 -3.559
C 5.085 2.283 -4.027
C 4.140 1.321 -4.743
C 2.938 1.008 -3.857
H 0.056 5.250 -1.587
H -0.859 3.739 -1.442
H -2.333 5.689 -1.981
H -2.395 4.422 -3.200
H -0.765 7.007 -3.374
H -2.200 6.636 -4.321
H -0.068 6.220 -5.610
H -1.020 4.745 -5.409
H 1.374 5.590 -3.721
H 1.361 4.287 -4.905
H 1.620 2.324 -5.842
H 0.018 2.851 -6.365
H 1.140 0.025 -6.588
H 0.891 1.160 -7.917
H -0.988 -0.523 -7.729
H -1.542 1.137 -7.538
H -0.966 -0.821 -5.268
H -2.562 -0.243 -5.764
H -1.719 1.005 -3.761
H -1.942 2.066 -5.146
H 3.464 2.618 -1.803
H 2.563 4.007 -2.396
H 4.990 4.175 -2.976
H 3.988 4.099 -4.427
H 5.506 1.775 -3.153
H 5.922 2.558 -4.674
H 4.657 0.389 -4.989
H 3.802 1.767 -5.684
H 3.293 0.494 -2.960
H 2.234 0.345 -4.360
I -3.476 2.012 -1.425
C -2.308 0.709 -0.123
H -2.538 1.130 0.856
H -2.874 -0.219 -0.198
*
```

## Properties
Energy above the lowest of the compared OMol25 structures with the same formula, charge and spin = 0.0 kcal per mole
Maximum force = 0.473 eV Å⁻¹
Calculated total energy = -115780.528 eV
Expectation value of S² = 2.013
Molecular weight = 1149.78 g/mol
Gap between HOMO and LUMO (spin up / spin down) = 5.9 / 7.0 eV